Record 1
Below is a structure of composition C39H40F4HoN5OS in a non-equilibrium geometry, with properties calculated with ωB97M-V with the def2-TZVPD basis set.

Calculated values
Frontier orbital gap (spin up / spin down): 7.1793 / 7.1937 eV
Energy: -3604.98005 Ha
HOMO level (spin up / spin down): -7.23 / -7.24 eV
LUMO level (spin up / spin down): -0.05 / -0.05 eV
Multiplicity: 5

Last column: Mulliken spin population.
Atoms and positions in Å:
C  0.678  -3.189  -1.825  0.000
N  -2.558  -1.652  0.499  0.001
H  0.373  -4.556  -0.154  0.000
N  1.615  -2.189  -1.276  -0.011
S  -1.525  -0.539  -1.830  -0.001
C  1.893  4.194  -2.215  -0.001
H  -3.678  -3.859  -3.402  0.000
C  -0.914  3.379  0.527  -0.002
H  5.221  0.076  3.088  0.000
H  -2.272  -2.798  -3.618  0.000
H  0.011  -1.316  5.631  0.000
H  0.042  -2.660  -2.535  0.001
C  2.510  -1.783  -2.379  -0.001
H  3.915  -0.590  -1.231  -0.001
C  -3.179  3.486  -0.294  0.000
O  -0.686  -0.402  1.013  -0.011
C  2.705  1.860  -2.159  -0.003
H  3.549  -4.366  0.593  0.000
Ho  0.699  0.421  -0.343  4.062
N  -3.696  -1.966  -1.417  0.000
C  4.418  0.713  2.736  -0.002
C  3.492  0.222  1.824  -0.010
H  -4.112  -3.311  0.119  0.000
H  3.946  -0.358  -2.976  0.000
H  -5.097  -1.855  -2.923  0.000
C  3.162  4.699  -2.416  0.000
H  -6.466  -2.504  0.510  0.000
C  -0.916  4.780  0.689  0.001
H  1.232  -3.948  -2.395  0.000
H  -3.632  -2.711  -4.746  0.000
H  -0.957  -4.463  -1.304  0.000
H  -3.544  -2.713  2.494  0.000
C  3.989  2.412  -2.378  -0.001
C  3.219  -3.975  -0.369  0.000
N  2.323  0.583  -1.980  -0.012
H  -3.699  -0.802  -3.147  0.000
C  -1.632  -1.191  1.312  -0.001
H  3.163  3.806  3.114  0.000
C  3.280  -0.502  -2.123  0.002
F  5.442  4.213  -2.681  0.000
F  0.410  2.361  -1.917  0.000
C  -2.070  5.519  0.352  0.000
H  -4.061  2.993  -0.682  0.000
H  -5.103  -3.478  -1.330  0.000
H  4.109  -3.769  -0.964  0.000
C  -4.653  -2.759  -0.644  0.000
H  2.279  5.047  1.775  0.000
H  3.041  -1.918  0.201  0.000
H  0.089  -0.611  3.254  0.000
H  1.677  -2.896  0.684  0.000
C  -0.195  -3.876  -0.789  0.000
C  1.349  4.596  1.464  0.000
C  1.258  3.181  1.349  0.002
C  1.690  2.843  -2.106  0.000
H  2.650  -4.759  -0.868  0.000
C  0.284  5.375  1.142  0.000
H  -2.061  6.595  0.480  0.000
C  -2.773  -2.415  3.192  0.000
C  -0.769  -1.623  4.947  0.000
F  5.079  1.615  -2.428  0.000
C  -3.181  4.886  -0.129  0.000
H  -2.075  1.670  -0.088  -0.002
H  3.348  5.757  -2.513  0.000
C  -2.076  2.747  0.029  0.004
C  4.305  2.014  3.200  0.001
C  2.424  0.968  1.307  -0.013
H  -0.701  -3.152  -0.152  0.000
H  -1.863  -2.714  6.436  0.000
C  -1.721  -1.627  2.734  0.000
H  3.207  -2.594  -2.624  0.000
C  -2.823  -2.802  4.520  0.000
H  1.882  -1.611  -3.255  0.000
C  -2.627  -1.402  -0.828  0.002
C  -1.821  -2.409  5.398  0.000
C  4.188  3.772  -2.495  0.000
F  0.840  5.024  -2.133  0.000
H  -3.642  -3.413  4.876  0.000
H  0.346  6.454  1.216  0.000
N  0.176  2.614  0.839  -0.010
C  2.361  2.296  1.793  0.005
C  2.381  -2.717  -0.131  0.004
H  3.624  -0.811  1.520  -0.001
C  -5.723  -1.888  0.001  0.000
C  3.273  2.801  2.725  -0.001
H  5.006  2.407  3.926  0.000
C  -4.012  -1.795  -2.831  0.000
C  -3.356  -2.859  -3.701  0.000
H  -5.262  -1.220  0.728  0.000
C  -0.720  -1.230  3.620  0.000
H  -4.066  5.452  -0.385  0.000
H  -6.238  -1.282  -0.747  0.000

Cartesian forces (eV/Å) of the 2 atoms listed first:
-0.06 -0.02 0.08
-0.08 0.03 0.18

Record 2
Below is a structure of composition C10H32B3O10PS4 in a non-equilibrium geometry, with properties calculated with ωB97M-V with the def2-TZVPD basis set.

Calculated values
Frontier orbital gap: 8.3450 eV
Energy: -3161.46449 Ha
HOMO level: -7.96 eV
LUMO level: 0.39 eV

Last column: natural (NBO) charge in e.
Atoms and positions in Å:
H  4.171  -2.210  0.087  0.242
C  0.334  -2.627  3.076  -0.830
H  4.141  4.905  -5.845  0.225
C  3.236  4.361  -6.117  -0.832
B  -0.162  1.865  -1.550  0.973
C  2.989  -1.390  -1.483  -0.059
H  3.575  -0.612  0.452  0.218
O  -1.614  -2.134  -1.516  -0.978
H  -5.660  -6.294  3.371  0.230
H  -5.986  -4.567  3.010  0.234
H  2.893  -4.329  5.045  0.237
H  0.207  -1.787  2.401  0.241
H  -1.262  8.240  0.357  0.238
H  -5.087  -5.024  4.480  0.243
S  2.032  -2.623  3.649  1.249
H  2.701  3.125  -2.724  0.260
H  1.596  -4.948  3.988  0.229
H  2.189  -2.078  -1.212  0.177
H  2.714  4.890  -6.911  0.238
O  -3.342  -3.727  2.542  -1.011
O  2.885  -2.951  2.473  -1.000
H  3.476  3.349  -6.442  0.230
C  -5.279  -5.276  3.439  -0.830
C  -1.423  7.198  0.091  -0.833
S  -3.719  -5.167  2.559  1.258
H  -0.636  2.289  -2.552  -0.079
P  -1.422  -1.605  0.057  1.036
H  -3.294  -1.938  0.974  0.519
C  -4.379  -5.543  0.934  -0.832
H  4.135  3.899  -3.446  0.222
C  1.909  -4.124  4.629  -0.830
O  -0.906  1.315  -0.519  -0.883
O  1.009  3.395  -5.077  -0.987
O  0.935  -0.107  -0.080  -0.901
H  -2.455  7.052  -0.229  0.231
H  0.126  -3.551  2.541  0.235
O  1.221  1.836  -1.408  -0.895
S  2.136  4.284  -4.699  1.250
H  3.496  -1.825  -2.341  0.185
H  -0.832  4.421  0.002  0.221
B  -0.425  0.051  -0.198  0.776
H  -5.151  -4.817  0.680  0.233
H  -0.729  6.907  -0.697  0.227
S  -1.111  6.210  1.560  1.253
O  -2.188  6.528  2.529  -0.984
H  -1.445  3.864  1.577  0.244
H  -4.785  -6.555  0.934  0.231
H  3.478  2.383  -4.142  0.232
H  1.193  -3.969  5.437  0.226
H  -3.559  -5.477  0.222  0.246
B  1.588  0.518  -1.157  1.284
H  -2.553  4.666  0.436  0.234
C  -1.531  4.632  0.812  -0.830
C  3.973  -1.233  -0.348  -0.635
H  4.895  -0.782  -0.707  0.204
H  -0.747  -2.420  -1.814  0.486
O  2.463  -0.128  -1.935  -0.694
C  3.231  3.325  -3.652  -0.841
O  -2.904  -1.170  0.532  -0.967
H  -0.341  -2.518  3.926  0.231

Cartesian forces (eV/Å) of the 2 atoms listed first:
0.14 -0.04 0.05
-0.05 -0.04 0.15

Record 3
Below is a cluster of 9 separate species, C34H68Cl2O24 in total in a non-equilibrium geometry, with properties calculated with ωB97M-V with the def2-TZVPD basis set.

Calculated values
SMILES string: CCOC(=O)OC.CCOC(=O)OC.CCOC(=O)OC.CCOC(=O)OC.CCOC(=O)OC.CCOC(=O)OC.CCOC(=O)OC.CCOC(=O)OC.ClCCCl
Frontier orbital gap: 10.7428 eV
Energy: -4062.46554 Ha
HOMO level: -10.30 eV
LUMO level: 0.44 eV

Last column: Mulliken charge in e.
Atoms and positions in Å:
C  -30.556  8.206  3.264  -1.492
H  -29.376  11.333  -3.542  0.058
O  -28.053  9.293  -7.764  -0.258
H  -22.246  7.633  3.854  0.377
H  -26.614  10.389  -11.066  0.330
C  -27.885  13.196  -6.690  0.103
C  -29.468  16.682  1.399  0.731
C  -23.719  8.360  -0.235  0.767
H  -33.966  3.174  3.534  0.265
C  -27.389  6.516  -0.520  -0.617
H  -23.362  11.482  5.597  0.314
H  -29.299  13.407  -5.227  0.255
O  -23.925  10.782  3.229  -0.681
H  -30.712  19.444  2.274  0.212
H  -25.079  9.100  6.373  0.274
H  -30.979  10.492  -3.480  0.395
O  -25.395  5.818  2.230  -0.502
H  -27.774  12.108  -6.685  0.083
C  -27.700  6.336  0.925  0.820
H  -31.343  8.629  2.639  0.350
O  -25.639  10.165  4.624  -0.168
H  -30.223  9.472  -1.324  -0.493
C  -28.110  15.095  0.322  -0.320
C  -25.732  11.949  1.599  -0.346
H  -28.817  14.422  0.811  0.394
H  -28.315  14.855  -5.393  0.260
O  -33.071  4.232  2.187  -0.319
H  -30.476  5.449  -0.559  0.025
O  -32.550  3.396  0.156  -0.552
H  -26.400  13.351  -10.172  0.278
C  -23.969  10.913  6.293  -1.368
H  -24.612  9.268  -2.552  0.256
C  -24.326  8.214  -2.487  -0.517
O  -26.104  11.174  2.758  -0.269
H  -24.661  11.606  6.806  0.305
H  -27.400  7.624  -0.714  0.130
O  -28.726  16.409  0.266  -0.298
H  -22.750  9.213  2.075  0.461
O  -29.644  15.899  2.308  -0.555
H  -25.128  12.134  -10.311  0.316
H  -27.705  13.321  -4.556  0.434
H  -28.659  14.646  -1.690  0.286
H  -28.670  7.515  7.605  0.276
C  -31.734  7.281  -0.627  -0.694
H  -27.055  15.381  -1.438  0.402
C  -24.627  9.747  5.621  0.465
H  -32.331  12.563  -8.809  0.310
H  -27.020  6.868  7.874  0.248
H  -28.957  9.690  3.239  0.279
C  -27.759  14.674  -1.063  -0.957
H  -25.481  2.505  3.707  0.309
O  -25.820  3.624  2.144  -0.405
Cl  -28.358  10.779  -0.798  0.009
H  -23.893  9.086  5.112  -0.199
C  -30.647  18.344  2.456  -0.655
H  -26.332  6.226  -0.696  0.289
H  -26.516  12.701  1.422  0.008
O  -27.336  5.013  1.346  -0.430
O  -27.261  10.809  -9.102  -0.285
Cl  -29.032  8.961  -3.648  -0.266
H  -28.087  5.989  -1.170  0.200
H  -23.294  10.686  7.092  0.440
H  -30.753  8.459  4.321  0.364
O  -23.393  7.957  -1.439  -0.400
H  -22.775  6.281  2.802  0.150
C  -29.924  10.452  -1.592  0.175
C  -27.618  7.619  7.308  -0.808
O  -28.374  7.807  4.000  -0.205
C  -32.148  13.615  -8.653  -0.719
H  -27.187  15.147  0.932  0.228
C  -23.138  8.187  1.978  0.479
H  -32.056  5.283  -1.329  0.433
H  -32.805  7.550  -0.708  0.347
C  -29.921  10.502  -3.102  -0.268
H  -32.884  2.177  2.636  0.312
H  -30.682  7.156  3.109  0.390
H  -23.914  2.932  2.981  0.254
O  -28.815  13.687  -7.685  -0.343
C  -27.046  11.225  -10.517  -0.255
C  -25.135  10.753  3.516  0.765
H  -32.796  13.975  -7.879  0.302
H  -30.148  18.197  3.371  0.332
H  -23.770  7.823  -3.345  0.232
H  -21.298  7.237  2.474  0.418
O  -29.904  17.931  1.316  -0.322
H  -28.022  11.379  -10.964  0.340
O  -22.974  7.724  0.640  -0.330
C  -32.513  4.250  0.992  0.634
O  -30.398  12.294  -6.919  -0.589
H  -25.178  7.606  -2.324  0.192
C  -26.113  12.410  -10.653  -1.195
C  -28.154  9.792  -8.958  0.746
H  -31.605  17.809  2.416  0.295
C  -24.908  3.312  3.246  -0.665
O  -28.529  9.389  5.671  -0.578
H  -27.283  7.142  1.500  -0.156
C  -33.646  2.951  2.550  -0.720
H  -26.043  12.690  -11.711  0.385
H  -31.381  7.882  0.239  0.013
O  -30.739  13.886  -8.448  -0.364
C  -26.133  4.904  1.963  0.622
H  -24.204  8.226  2.276  -0.130
H  -32.393  14.097  -9.566  0.272
O  -24.630  9.125  0.022  -0.512
H  -28.767  8.307  2.093  -0.021
H  -34.490  2.690  1.949  0.312
H  -30.075  8.789  -7.475  0.290
O  -31.965  5.479  0.816  -0.134
H  -26.966  13.654  -6.986  0.339
H  -24.779  4.120  3.949  0.296
H  -28.960  7.380  -7.741  0.312
H  -27.319  13.672  -1.086  0.250
C  -31.524  5.817  -0.507  -0.256
H  -30.707  11.119  -1.204  0.413
C  -22.325  7.267  2.821  -1.457
C  -29.055  8.394  -7.324  -0.287
H  -31.261  7.561  -1.544  0.277
H  -28.790  6.313  1.121  -0.131
C  -28.170  8.349  5.176  0.653
O  -27.461  7.429  5.918  -0.232
H  -25.608  11.224  0.814  0.058
H  -27.278  8.567  7.697  0.331
C  -29.147  8.591  3.074  0.374
O  -28.888  9.529  -9.861  -0.570
H  -28.975  8.344  -6.238  -0.096
H  -24.785  12.441  1.751  0.432
C  -28.255  13.743  -5.400  -1.170
C  -30.033  13.246  -7.560  0.827

Cartesian forces (eV/Å) of the 2 atoms listed first:
-1.29 0.20 1.09
-0.05 -0.02 0.08

Record 4
Below is a cluster of 2 separate species, C2H11N2O in total in a non-equilibrium geometry, with properties calculated with ωB97M-V with the def2-TZVPD basis set.

Calculated values
Frontier orbital gap (spin up / spin down): 3.9973 / 10.3272 eV
Energy: -267.42065 Ha
HOMO level (spin up / spin down): -3.14 / -9.71 eV
LUMO level (spin up / spin down): 0.86 / 0.61 eV
Energy above the lowest of the compared OMol25 structures with the same formula, charge and spin: 0.129 eV
Multiplicity: 2

Last column: Mulliken spin population.
Atoms and positions in Å:
H  0.412  0.377  -2.240  -0.581
H  1.356  -2.952  -1.271  -0.058
H  -1.192  0.170  -1.771  -0.670
H  1.086  1.102  -0.086  0.058
H  0.103  0.416  2.657  -0.011
H  -0.718  2.044  1.404  0.044
H  1.639  -2.774  0.224  -0.019
H  -0.793  -0.760  1.834  -0.027
H  -0.071  2.169  -0.866  -0.347
N  -0.201  0.047  1.775  0.050
C  -0.765  1.076  0.899  -0.051
H  0.001  -0.721  -0.960  -0.068
H  -1.797  0.794  0.683  -0.118
C  0.044  1.237  -0.382  0.757
O  1.119  -2.411  -0.502  0.188
N  -0.221  0.185  -1.399  1.853

Cartesian forces (eV/Å) of the 2 atoms listed first:
-0.06 -0.42 0.00
-0.10 0.20 0.14

Q: Which of these has the lowest energy?
A: C34H68Cl2O24

What did the fourth record say?
Below is a cluster of 2 separate species, C2H11N2O in total in a non-equilibrium geometry, with properties calculated with ωB97M-V with the def2-TZVPD basis set.

Calculated values
Frontier orbital gap (spin up / spin down): 3.9973 / 10.3272 eV
Energy: -267.42065 Ha
HOMO level (spin up / spin down): -3.14 / -9.71 eV
LUMO level (spin up / spin down): 0.86 / 0.61 eV
Energy above the lowest of the compared OMol25 structures with the same formula, charge and spin: 0.129 eV
Multiplicity: 2

Last column: Mulliken spin population.
Atoms and positions in Å:
H  0.412  0.377  -2.240  -0.581
H  1.356  -2.952  -1.271  -0.058
H  -1.192  0.170  -1.771  -0.670
H  1.086  1.102  -0.086  0.058
H  0.103  0.416  2.657  -0.011
H  -0.718  2.044  1.404  0.044
H  1.639  -2.774  0.224  -0.019
H  -0.793  -0.760  1.834  -0.027
H  -0.071  2.169  -0.866  -0.347
N  -0.201  0.047  1.775  0.050
C  -0.765  1.076  0.899  -0.051
H  0.001  -0.721  -0.960  -0.068
H  -1.797  0.794  0.683  -0.118
C  0.044  1.237  -0.382  0.757
O  1.119  -2.411  -0.502  0.188
N  -0.221  0.185  -1.399  1.853

Cartesian forces (eV/Å) of the 2 atoms listed first:
-0.06 -0.42 0.00
-0.10 0.20 0.14

Q: Which value of energy does entry 2 give?
A: -3161.46449 Ha

Q: What is the formula in the third record?
A: C34H68Cl2O24